ORCA calculation (ωB97M-V with the def2-TZVPD basis set) on a molecular structure, C26H26Cl3N5O2S4SbZr.

Properties
- multiplicity = 2
- HOMO-LUMO gap (alpha / beta) (eV) = 7.38 / 5.76
- <S²> = 0.764
- highest occupied orbital energy (alpha / beta) (Eh) = -0.306 / -0.310
- total charge = 0

Structure (XYZ):
```
68
Properties=species:S:1:pos:R:3:forces:R:3:lowdin_charge:R:1
Zr -1.8070 -0.8500 3.0801 0.51 -0.81 -1.15 1.0731
Cl -1.9084 -2.0531 7.8340 -0.01 0.08 0.02 0.7410
C -1.8685 -0.4452 7.2135 0.03 -0.18 0.54 -0.5756
C -1.9634 0.6408 8.1089 -0.02 -0.36 0.21 -0.1051
C -1.9227 1.9163 7.6545 0.01 0.30 0.01 -0.5928
Cl -2.0246 3.2344 8.7872 0.01 -0.10 -0.15 0.7044
C -1.8001 2.1765 6.2684 0.00 0.30 -0.02 -0.1576
C -1.7451 3.4646 5.6924 -0.02 0.07 0.27 0.0012
C -1.6417 3.6074 4.3419 0.01 0.26 -0.08 -0.0289
C -1.6102 2.4645 3.5381 -0.05 0.03 -0.08 -0.1042
N -1.6538 1.2574 4.0326 -0.05 -0.25 0.84 -0.0394
C -1.7265 1.0809 5.3952 0.04 0.25 -0.32 -0.1419
C -1.7328 -0.2581 5.8697 0.08 -0.44 -0.46 -0.3726
O -1.6228 -1.2688 4.9941 -0.33 0.78 1.59 -0.3784
H -2.0641 0.4441 9.1687 0.01 -0.03 -0.07 0.1129
H -1.7849 4.3328 6.3388 0.00 -0.06 -0.03 0.0993
H -1.5952 4.5838 3.8807 0.00 -0.02 0.02 0.1132
H -1.5588 2.5431 2.4641 0.02 0.04 -0.22 0.1211
S 1.3828 -3.3663 0.6023 0.00 -0.02 -0.02 -0.1374
Sb 0.5428 -2.9357 2.7086 0.32 -0.17 -0.33 0.3257
S -1.8421 -3.3036 2.5965 0.45 0.17 0.18 -0.0434
S 0.7135 -0.5388 2.9623 -0.04 -0.32 -0.11 -0.0515
S -5.2420 -1.5281 5.1463 0.05 0.13 -0.21 0.6726
C -4.4676 -0.8947 3.9163 -0.07 0.30 -0.32 -0.9706
N -3.8626 -0.4070 2.9933 -0.82 -0.26 0.60 -0.1230
C 0.5640 1.9295 -4.2836 -0.06 -0.01 -0.07 -0.0472
C 0.3474 1.0531 -3.0336 -0.02 -0.11 -0.04 -0.4775
C -0.6314 1.8133 -2.1053 -0.01 -0.02 0.02 -0.0376
C 1.6896 0.9661 -2.2963 0.12 -0.13 0.04 -0.0226
C -0.2400 -0.3598 -3.4592 -0.12 0.17 -0.01 -0.4057
O -1.6156 -0.1924 -3.8346 0.15 0.19 -0.12 -0.0255
C 0.4566 -1.0709 -4.6753 0.11 0.02 0.03 -0.0870
C 1.5322 -2.1764 -4.5170 0.02 0.15 0.14 -0.1307
C 2.9019 -1.7209 -4.0688 -0.09 0.03 0.05 -0.2436
C 3.6570 -0.8828 -4.8850 0.03 0.18 -0.06 -0.0514
C 4.8857 -0.3886 -4.4717 0.02 0.05 -0.11 -0.1034
C 5.3756 -0.7480 -3.2240 0.02 0.00 -0.01 -0.6712
Cl 6.9114 -0.1220 -2.6954 -0.07 -0.02 -0.02 0.6592
C 4.6672 -1.6094 -2.4054 -0.05 -0.12 0.11 -0.0919
C 3.4390 -2.0974 -2.8429 -0.01 -0.02 0.14 -0.0436
C -0.3106 -1.4063 -2.3544 -0.24 -0.15 0.47 -0.0481
N -1.1405 -1.1167 -1.1711 0.08 -0.36 -1.12 -0.0572
C -0.7351 -0.6639 -0.0030 -0.02 0.00 -0.14 -0.2557
N -1.7655 -0.5812 0.8191 -0.79 0.12 -0.61 -0.1090
C -2.8188 -1.0484 0.0499 0.12 0.24 0.18 -0.2079
N -2.4871 -1.4019 -1.1549 0.88 0.50 0.20 0.1705
H 0.7973 2.9477 -3.9624 -0.01 -0.07 -0.04 0.0867
H -0.3286 1.9945 -4.9223 0.14 -0.01 0.13 0.0915
H 1.4028 1.5910 -4.8986 -0.11 -0.02 0.09 0.0761
H -0.4302 2.8868 -2.1767 -0.01 -0.12 0.01 0.0852
H -0.4966 1.5467 -1.0544 -0.01 -0.01 -0.13 0.0630
H -1.6740 1.6442 -2.3671 0.00 0.00 -0.04 0.0858
H 1.9691 1.9700 -1.9560 -0.03 -0.12 -0.04 0.0990
H 2.4973 0.6018 -2.9340 -0.06 -0.02 0.03 0.0698
H 1.6510 0.3237 -1.4054 -0.01 0.14 -0.20 0.0780
H -1.6492 0.3539 -4.6289 -0.02 -0.02 0.05 0.0968
H 0.8505 -0.3223 -5.3628 -0.03 0.05 0.03 0.0988
H -0.3770 -1.5450 -5.1975 0.00 -0.02 0.02 0.1252
H 1.6344 -2.6184 -5.5101 -0.02 -0.03 -0.04 0.1219
H 1.1817 -2.9863 -3.8736 0.00 0.07 0.03 0.1100
H 3.2717 -0.5926 -5.8606 0.06 -0.04 0.11 0.1207
H 5.4654 0.2714 -5.1104 -0.09 -0.10 0.10 0.1076
H 5.0668 -1.8997 -1.4352 -0.10 0.07 -0.24 0.1138
H 2.8949 -2.7841 -2.2001 0.00 0.07 -0.02 0.0901
H 0.6828 -1.6417 -1.9890 0.14 -0.06 0.10 0.0989
H -0.7428 -2.3031 -2.7940 0.00 -0.05 0.07 0.1456
H 0.2792 -0.4071 0.2461 0.10 -0.05 0.02 0.0745
H -3.8242 -1.1039 0.4175 -0.15 -0.08 0.14 0.1058
```
Positions in Å, forces in eV/Å.